No. 1
H18HeO9 | ωB97M-V/def2-TZVPD

Geometry as XYZ:
```
28
Properties=species:S:1:pos:R:3:forces:R:3
O -1.861185 2.551911 -1.172155 -0.171 0.537 -0.003
O 0.916155 -3.294059 -0.416685 -0.226 -0.404 0.127
H -2.766255 -0.800969 -0.696895 0.308 -0.357 0.562
H -3.043025 -0.430039 -2.138325 -0.067 -0.072 -0.267
O -2.151785 -2.396739 0.555835 -0.175 0.252 -0.691
O 1.408875 1.966641 2.007935 0.039 0.176 0.112
H 0.136705 -2.795239 -0.661365 -0.290 0.098 0.109
O -3.008395 -0.062199 -1.255305 -0.179 0.284 -0.298
H -2.110655 -2.516409 1.504635 0.346 0.025 0.651
H -2.075505 -1.060739 3.118535 -0.069 0.391 -0.062
H -0.910275 2.539041 -1.280895 0.313 0.047 0.105
O -1.682005 -1.882179 3.412845 0.099 -0.204 -0.245
H 2.381525 1.633481 0.542205 -0.149 -0.197 0.549
H 2.961605 -0.649329 -0.721535 -0.163 0.740 0.227
H 0.514105 3.067811 -2.760585 -0.142 0.001 -0.374
H -2.296695 -2.223589 4.062315 -0.134 -0.139 0.264
H 0.964195 1.697411 2.811675 -0.034 -0.247 0.180
H 1.499215 3.362921 -1.649565 0.179 0.423 0.074
O 3.130835 -1.442269 -1.230305 -0.093 -0.524 -0.287
H -2.140065 1.663301 -1.393145 -0.344 -0.527 0.192
O 2.736155 1.401871 -0.316185 0.684 -0.114 -0.350
H -2.818545 -3.018539 0.264205 -0.131 -0.256 -0.128
H 4.052915 -1.640239 -1.066575 0.189 -0.099 0.000
H 1.639205 -2.833739 -0.842765 0.535 0.347 -0.129
O 0.829885 2.734631 -1.920635 0.130 -0.028 0.046
H 2.105275 1.759501 -0.940945 -0.225 -0.384 -0.314
H 1.053015 2.834221 1.815865 -0.167 0.289 -0.045
He 0.534715 -0.166469 0.367825 -0.065 -0.056 -0.007
```
Forces are in eV/Å.

As for the energy above the lowest of the compared OMol25 structures with the same formula, charge and spin: 34.3 kJ/mol. For the total energy, the calculation gives -690.8519 Eh. The value obtained for the HOMO energy is -10.279 eV. The value obtained for the frontier orbital gap is 0.3857 Eh.

Listed below, in e, are the Löwdin charges computed for each atom: O -0.073; O -0.075; H 0.000; H 0.050; O -0.042; O -0.054; H -0.005; O -0.041; H 0.004; H 0.045; H -0.033; O -0.037; H -0.026; H -0.008; H 0.074; H 0.048; H 0.056; H 0.063; O -0.054; H -0.023; O -0.072; H 0.051; H 0.044; H -0.020; O -0.037; H -0.016; H 0.056; He 0.125


No. 2
H18Li3O13S | ωB97M-V/def2-TZVPD

Geometry as XYZ:
```
35
Properties=species:S:1:pos:R:3:forces:R:3
Li -1.540704 1.237867 2.759422 0.833 -0.330 -0.109
O -2.292536 -2.605564 1.796948 -1.040 0.656 -0.386
H 0.690075 -2.375009 0.890991 0.438 0.210 -0.219
H -1.362375 -2.447613 1.958442 0.838 -0.283 -0.165
H -1.469559 -0.401488 -3.198952 0.309 -0.033 -0.305
O -0.579089 0.057128 1.612666 -2.596 0.975 3.285
O -1.532180 -0.827964 -0.364554 -1.033 -1.677 0.334
H -1.757382 -1.172913 -1.928537 0.512 -0.077 -0.049
H 1.176975 -2.799692 -1.826143 -0.059 -0.285 -0.043
H 0.735046 -0.393761 2.241026 0.415 -0.103 0.386
H 1.741409 3.057365 1.080737 0.377 0.064 0.029
Li -3.120197 -1.546992 0.159585 0.568 -0.887 0.438
O -1.573645 4.131944 -0.699002 -0.926 -0.782 -0.231
O 1.450660 -0.561217 2.854296 0.341 -0.126 0.844
O 3.316791 -0.946815 0.519824 0.764 -0.354 0.581
O -0.666803 1.283395 -0.385923 -0.239 1.565 -0.383
O 1.674785 -2.003207 -2.010584 0.158 -0.331 -0.788
O -1.915877 -1.182801 -2.872471 -0.822 0.031 -0.651
O 0.626466 2.181560 -2.604613 -0.148 0.407 -0.238
H 0.136717 1.703839 -1.935176 0.210 -0.233 0.351
H -0.673172 4.273936 -0.407070 0.799 -0.094 0.316
O 0.873613 3.400129 0.867033 -0.496 0.380 0.267
H -2.648276 -2.841093 2.653807 -0.196 -0.296 0.203
H 1.382012 -3.678058 1.230358 0.287 -0.154 0.110
H 0.391414 2.642689 0.535368 -0.009 -0.486 -0.369
H 1.454068 -1.410473 -1.292132 0.096 -0.110 -0.286
H 0.138207 2.029201 -3.413698 0.184 -0.023 -0.476
H -1.712670 4.792051 -1.378095 -0.097 0.319 -0.210
H 2.138171 -0.956900 2.318570 0.737 -0.058 -0.020
S -0.439030 -0.050034 0.192275 2.705 0.136 -2.214
H 3.761764 -0.111166 0.378699 0.288 0.103 -0.022
Li -2.254598 2.143493 -1.098939 1.002 0.594 0.074
O 0.516913 -3.297519 1.078639 -0.698 -0.055 0.089
H 2.397175 -0.764664 0.326525 0.404 0.133 -0.105
O 0.935831 -0.559653 -0.039321 -3.908 1.204 -0.038
```
Forces are in eV/Å.

As for the charge: +1. As for the energy above the lowest of the compared OMol25 structures with the same formula, charge and spin: 56.5 kJ/mol. For the total energy, the calculation gives -1409.6465 Eh. The value obtained for the HOMO energy is -12.345 eV. The value obtained for the frontier orbital gap is 0.2618 Eh.

Listed below, in e, are the Löwdin charges computed for each atom: Li 0.880; O -0.074; H -0.019; H 0.016; H 0.025; O -0.399; O -0.412; H -0.064; H 0.030; H -0.092; H 0.061; Li 0.824; O -0.072; O -0.058; O -0.038; O -0.437; O -0.046; O -0.042; O -0.032; H -0.050; H 0.029; O -0.031; H 0.068; H 0.068; H -0.030; H -0.058; H 0.036; H 0.068; H 0.005; S 0.365; H 0.053; Li 0.819; O -0.021; H -0.065; O -0.309


Q: What is the energy above the lowest of the compared OMol25 structures with the same formula, charge and spin in the first record?
A: 34.3 kJ/mol